Entry 1:
A structure of composition C24H17Br2CrINO3S2, computed with ωB97M-V/def2-TZVPD.

Output
**HOMO-LUMO gap (spin up / spin down)**: 6.47 / 6.65 eV
**Net charge**: -1
**Lowest unoccupied orbital energy (spin up / spin down)**: 2.1 / 2.0 eV
**Spin multiplicity**: 5
**Energy**: -8491.98184 a.u.
**⟨S²⟩**: 6.1057
**HOMO energy (spin up / spin down)**: -4.4 / -4.6 eV

Each line ends with the Löwdin charge.
Geometry (Å):
Cr (-1.369, -0.422, -0.348)  -0.0337
S (-1.744, -2.461, -1.348)  0.6029
C (-0.833, -3.616, -0.358)  -0.6533
C (-0.779, -4.954, -0.761)  -0.1372
C (-0.059, -5.895, -0.042)  -0.1211
C (0.632, -5.503, 1.101)  -0.1217
C (0.577, -4.183, 1.514)  -0.1378
C (-0.162, -3.229, 0.807)  -0.6631
S (-0.239, -1.577, 1.420)  0.6510
H (-1.307, -5.244, -1.663)  0.0936
H (-0.031, -6.926, -0.375)  0.0893
H (1.214, -6.222, 1.665)  0.0890
H (1.116, -3.865, 2.400)  0.0923
Br (-1.321, 2.326, 0.976)  0.8121
C (-0.238, 3.159, -0.374)  -0.6638
C (0.772, 4.017, 0.037)  -0.1440
C (1.623, 4.531, -0.934)  -0.0937
C (1.456, 4.187, -2.273)  -0.0862
C (0.420, 3.338, -2.660)  -0.0994
C (-0.416, 2.841, -1.683)  -0.1868
I (-2.587, 0.860, -2.465)  0.3952
H (0.910, 4.254, 1.085)  0.1010
H (2.437, 5.180, -0.636)  0.1014
H (2.149, 4.566, -3.016)  0.1016
H (0.289, 3.054, -3.698)  0.1037
O (4.011, 0.900, -2.598)  0.0523
C (3.765, 1.256, -1.327)  -0.2742
C (4.732, 1.988, -0.634)  -0.0250
C (4.509, 2.356, 0.680)  -0.1005
C (3.329, 2.001, 1.333)  -0.1017
C (2.366, 1.290, 0.637)  -0.0395
C (2.560, 0.920, -0.690)  -0.0592
C (1.504, 0.188, -1.454)  -0.5300
O (1.792, -0.320, -2.544)  0.0619
O (0.353, 0.161, -0.904)  -0.2841
H (3.202, 0.377, -2.869)  0.0672
H (5.652, 2.242, -1.147)  0.1084
H (5.269, 2.922, 1.208)  0.0937
H (3.161, 2.284, 2.366)  0.0951
H (1.444, 0.986, 1.117)  0.0785
Br (-6.958, -0.832, 3.448)  0.7509
C (-5.443, -0.752, 2.329)  -0.6920
C (-4.492, -1.747, 2.385)  -0.0831
C (-3.386, -1.641, 1.556)  -0.1381
N (-3.202, -0.613, 0.723)  -0.0857
C (-4.152, 0.322, 0.661)  -0.1822
C (-5.293, 0.298, 1.449)  -0.0923
H (-4.588, -2.595, 3.048)  0.1084
H (-2.624, -2.406, 1.548)  0.0643
H (-3.991, 1.117, -0.054)  0.0089
H (-6.030, 1.084, 1.361)  0.1066

Entry 2:
The molecule C3H11N5, computed with ωB97M-V/def2-TZVPD.

Output
**HOMO-LUMO gap**: 7.82 eV
**Lowest unoccupied orbital energy**: 0.6 eV
**Relative energy (zero: lowest compared OMol25 entry of this formula, charge and spin)**: 5.614 eV
**Energy**: -394.47934 a.u.
**HOMO energy**: -7.2 eV

Each line ends with the Löwdin charge.
Geometry (Å):
C (1.461, -0.833, 1.458)  -0.2174
N (0.457, 0.220, 1.412)  -0.1770
N (0.858, 1.278, 0.563)  -0.0327
H (1.873, 1.340, 0.421)  0.1078
H (1.834, -1.197, 0.475)  0.0503
H (1.037, -1.695, 1.978)  0.0678
H (2.351, -0.524, 2.028)  0.0606
C (-1.000, -1.431, -0.339)  -0.0419
N (0.271, 0.828, -0.742)  -0.1391
C (-0.965, 0.051, -0.077)  -0.4592
N (0.003, 1.942, -1.586)  0.0800
N (-1.961, 0.838, 0.005)  0.0991
H (0.862, 0.172, -1.260)  0.1572
H (-0.527, 1.591, -2.382)  0.0909
H (-0.652, 2.499, -1.032)  0.0785
H (-2.816, 0.354, 0.259)  0.0518
H (-0.013, -1.888, -0.399)  0.0515
H (-1.532, -1.910, 0.484)  0.0909
H (-1.541, -1.635, -1.268)  0.0811

Entry 3:
A cluster of 9 separate species, C19H34N8O14S in total, computed with ωB97M-V/def2-TZVPD.

Output
**HOMO-LUMO gap (spin up / spin down)**: 7.92 / 3.13 eV
**Net charge**: +1
**Lowest unoccupied orbital energy (spin up / spin down)**: -2.7 / -7.5 eV
**Spin multiplicity**: 2
**Energy**: -2633.08091 a.u.
**⟨S²⟩**: 0.7607
**HOMO energy (spin up / spin down)**: -10.6 / -10.6 eV

Each line ends with the Löwdin charge.
Geometry (Å):
C (-7.151, 23.229, -16.444)  0.0029
N (-8.279, 24.122, -16.500)  -0.4393
O (-9.072, 23.939, -17.398)  0.0766
O (-8.472, 25.008, -15.664)  0.0536
H (-7.368, 22.353, -15.833)  0.0962
H (-6.266, 23.710, -16.026)  0.0797
H (-6.857, 22.805, -17.404)  0.0834
C (-5.012, 21.525, -22.997)  0.0104
N (-4.957, 20.685, -24.153)  -0.4137
O (-5.529, 19.573, -24.076)  0.0586
O (-4.289, 21.059, -25.154)  0.0409
H (-5.944, 21.405, -22.446)  0.1099
H (-5.026, 22.507, -23.469)  0.0969
H (-4.083, 21.532, -22.426)  0.0945
C (-4.906, 18.644, -16.997)  0.0856
N (-5.699, 19.925, -16.728)  -0.3770
O (-5.577, 20.465, -15.602)  0.0169
O (-6.349, 20.453, -17.614)  0.0660
H (-4.951, 18.458, -18.070)  0.1021
H (-5.337, 17.763, -16.522)  0.1046
H (-3.904, 18.849, -16.619)  0.0853
C (-0.366, 18.741, -15.067)  0.0437
N (0.120, 17.555, -15.796)  -0.4439
O (0.569, 17.672, -16.911)  0.0698
O (-0.044, 16.438, -15.320)  0.0636
H (-1.001, 19.372, -15.688)  0.0676
H (0.458, 19.316, -14.644)  0.1094
H (-0.988, 18.352, -14.262)  0.0985
C (-3.557, 27.769, -17.663)  0.0684
N (-4.022, 26.409, -17.146)  -0.4279
O (-4.558, 25.779, -18.009)  0.0629
O (-3.812, 26.055, -15.996)  0.0667
H (-2.672, 28.099, -17.118)  0.0974
H (-4.263, 28.479, -17.231)  0.1069
H (-3.450, 27.758, -18.748)  0.0731
C (-3.461, 22.560, -17.124)  -0.1618
C (-2.350, 21.632, -16.585)  -0.1594
O (-1.918, 20.754, -17.642)  -0.2080
S (-2.086, 21.512, -19.069)  0.7192
O (-2.562, 20.682, -20.166)  -0.2285
O (-0.909, 22.335, -19.427)  -0.2929
O (-3.261, 22.547, -18.526)  -0.2232
H (-3.513, 23.501, -16.576)  0.1100
H (-4.471, 22.151, -17.138)  0.0933
H (-2.729, 21.133, -15.694)  0.1054
H (-1.438, 22.192, -16.376)  0.1338
N (-5.237, 22.057, -13.032)  0.0022
C (-4.477, 23.123, -13.507)  -0.0860
C (-3.123, 22.636, -13.483)  -0.1076
C (-3.196, 21.367, -12.876)  -0.1589
C (-4.466, 21.007, -12.610)  -0.1327
H (-6.209, 22.204, -12.797)  0.1510
H (-4.906, 24.063, -13.822)  0.0991
H (-2.215, 23.187, -13.685)  0.0908
H (-2.343, 20.758, -12.616)  0.0936
H (-4.919, 20.149, -12.137)  0.1206
N (-1.387, 25.510, -20.105)  0.0874
C (-2.602, 25.539, -20.604)  -0.0369
C (-2.791, 26.778, -21.167)  -0.0402
C (-1.650, 27.480, -20.974)  -0.0649
C (-0.687, 26.699, -20.348)  0.0266
H (-0.926, 24.762, -19.608)  0.1365
H (-3.272, 24.712, -20.422)  0.1438
H (-3.650, 27.194, -21.672)  0.1342
H (-1.421, 28.510, -21.204)  0.1263
H (0.313, 26.896, -19.992)  0.1209
N (2.781, 25.629, -23.015)  0.0390
C (2.527, 24.421, -23.662)  -0.0733
C (1.931, 23.531, -22.808)  -0.0492
C (1.729, 24.283, -21.632)  -0.1019
C (2.274, 25.542, -21.716)  -0.0921
H (3.397, 26.349, -23.365)  0.1545
H (2.826, 24.313, -24.694)  0.1251
H (1.624, 22.524, -23.050)  0.1141
H (1.249, 23.943, -20.727)  0.0877
H (2.511, 26.263, -20.948)  0.1118

Entry 4:
The ion C6H12NO4 with charge +1, computed with ωB97M-V/def2-TZVPD.

Output
**HOMO-LUMO gap**: 10.50 eV
**Net charge**: +1
**Lowest unoccupied orbital energy**: -3.8 eV
**Relative energy (zero: lowest compared OMol25 entry of this formula, charge and spin)**: 0.000 eV
**Energy**: -591.25768 a.u.
**HOMO energy**: -14.3 eV

Each line ends with the Löwdin charge.
Geometry (Å):
C (-3.652, -0.163, -0.291)  -0.0538
C (-2.533, 0.861, -0.198)  -0.1606
O (-1.341, 0.058, -0.310)  -0.0516
C (-0.207, 0.724, 0.068)  -0.4055
O (-0.141, 1.886, 0.379)  0.1706
C (0.968, -0.240, 0.069)  -0.3141
C (1.106, -0.908, 1.571)  0.0775
O (0.848, -1.119, -0.998)  -0.0092
C (2.448, 0.315, -0.194)  -0.2236
N (2.997, -0.003, -1.330)  0.2902
O (2.986, 1.041, 0.718)  0.2414
H (-3.891, -0.668, -1.230)  0.0800
H (-3.321, -1.099, 0.303)  0.1132
H (-4.568, 0.289, 0.034)  0.0741
H (-2.374, 1.293, 0.757)  0.1238
H (-2.495, 1.380, -1.147)  0.1404
H (0.060, -1.332, 1.755)  0.1297
H (1.783, -1.711, 1.702)  0.0855
H (1.259, -0.167, 2.229)  0.0427
H (-0.121, -1.445, -0.903)  0.1786
H (3.940, 0.072, -1.572)  0.1361
H (2.423, -0.524, -2.032)  0.1763
H (3.828, 1.460, 0.620)  0.1583